C22H37ClO3SSiZr as an isolated structure at a distorted geometry. Source: the Open Molecules 2025 dataset; level of theory: wB97M-V/def2-TZVPD.

Element x y z (Å)
S -0.4688 1.4278 -1.0269
C 2.3290 -1.1803 -3.8354
O 1.7036 0.0145 0.5358
C 1.5607 0.8163 -4.7542
H 0.7436 2.4313 4.1199
C -0.7073 2.4533 2.5221
H -1.5070 4.3158 1.8140
H -1.9535 2.9396 0.7869
H 3.3030 -2.2340 2.5062
H -3.1490 0.5888 -2.1053
C 0.4274 3.0906 3.3000
C 2.7389 0.4824 2.7105
H 3.5935 0.2207 3.3471
H 1.2881 3.3100 2.6515
O -0.6689 -1.1143 0.7396
C -1.6487 -1.5902 2.9113
H -1.5440 -2.4186 -4.8882
C -2.5867 0.1281 -2.9102
H 4.1989 0.7014 0.3644
C 1.7118 -0.5868 -4.9914
H 1.1459 1.5505 -5.4586
H -3.9753 -1.4989 1.4232
H -1.9423 1.8701 -4.1744
H 2.8556 1.5314 2.4132
H -2.0297 -3.2319 -0.1202
H -0.7134 -2.0758 3.2112
C -2.4440 -1.3082 -3.1321
H -0.9985 0.0214 -5.8740
Si 0.0853 0.3399 0.6456
H 0.0754 4.0396 3.7374
H -0.2992 3.6201 0.7170
H -3.2375 -1.0494 -0.1362
H 4.0899 -1.0259 -0.0882
H 2.6418 -2.2130 -3.7240
C -1.8798 2.1641 3.4371
H -2.7057 -3.6727 1.4713
H 2.3946 -2.5125 0.9930
H -2.7108 1.6870 2.8946
H -3.1305 0.0621 1.2668
H -1.5614 1.5160 4.2659
C 4.0510 -0.3181 0.7498
H 1.8323 0.3675 3.3180
H 3.0238 -0.2275 -1.8992
H 4.8808 -0.5520 1.4306
C -1.1392 3.3763 1.3780
H -2.8930 -2.1021 -2.5384
H -2.4738 -2.1018 3.4173
C -1.7337 -1.4748 -4.3827
Cl 0.1790 -2.6094 -1.8031
C 2.5310 -0.1200 -2.8684
H 1.5421 -1.9768 2.4766
H -0.9421 -3.6609 1.2143
H -2.2462 3.1111 3.8624
C -1.4509 -0.1787 -4.9050
C 2.4661 -1.8762 1.8864
O -0.2275 1.1569 2.0299
H 1.4311 -1.1306 -5.9039
H -1.6358 -0.5471 3.2334
C -1.8490 -1.6996 1.4006
C -1.8812 -3.1569 0.9607
C -3.1135 -0.9945 0.9555
C 2.7261 -0.4277 1.4825
H 2.1596 2.0976 -2.9896
C 2.0781 1.1126 -3.4526
Zr -0.3765 -0.4779 -2.6093
C -1.9637 0.8009 -4.0099

Results
Spin multiplicity = 1
HOMO-LUMO gap = 7.2 eV
E_HOMO = -7.44 eV
Total charge = 0